{"formula": "C65H46AsBr4ClIN4O5SSbSr", "method": "ωB97M-V with the def2-TZVPD basis set", "species": ["Sr", "C", "C", "N", "N", "C", "O", "C", "C", "C", "C", "C", "C", "C", "C", "C", "C", "C", "N", "H", "H", "H", "H", "H", "H", "H", "H", "H", "H", "H", "H", "Br", "C", "C", "Br", "C", "Br", "C", "O", "C", "O", "C", "Br", "Cl", "C", "C", "C", "I", "C", "O", "C", "N", "C", "C", "C", "C", "H", "H", "H", "H", "S", "Sb", "C", "C", "C", "C", "C", "C", "C", "C", "C", "C", "C", "C", "C", "C", "C", "C", "C", "C", "H", "H", "H", "H", "H", "H", "H", "H", "H", "H", "H", "H", "H", "H", "H", "O", "As", "C", "C", "C", "C", "C", "C", "C", "C", "C", "C", "C", "C", "C", "C", "C", "C", "C", "C", "H", "H", "H", "H", "H", "H", "H", "H", "H", "H", "H", "H", "H", "H", "H"], "positions_angstrom": [[-0.58544, -0.72795, -0.69956], [3.33219, 1.33396, 1.01075], [1.93799, 1.03977, 0.54368], [1.70090, 0.25485, -0.44758], [2.71386, -0.41081, -1.04304], [2.26408, -1.31001, -1.94874], [1.09543, -1.54935, -2.31027], [3.35562, -2.15324, -2.54986], [3.02317, -2.98078, -3.61957], [3.97285, -3.82334, -4.17719], [5.26300, -3.84766, -3.66614], [5.59936, -3.02305, -2.60030], [4.65057, -2.17956, -2.04159], [0.74734, 1.57678, 1.25794], [0.85345, 2.01863, 2.58260], [-0.28031, 2.41504, 3.26098], [-1.51110, 2.36448, 2.62283], [-1.54123, 1.94275, 1.30273], [-0.44478, 1.60510, 0.63107], [3.71792, 0.52716, 1.64256], [3.39045, 2.27701, 1.55610], [3.98154, 1.38242, 0.13674], [2.00562, -2.95884, -3.98851], [3.69262, -4.47974, -4.99224], [6.00292, -4.51857, -4.08768], [6.60302, -3.04949, -2.19101], [4.88768, -1.54257, -1.20096], [1.81751, 2.01651, 3.07309], [-0.20812, 2.74390, 4.29130], [-2.42857, 2.63633, 3.12836], [-2.47313, 1.88749, 0.74960], [-0.45685, -5.58466, -4.90239], [-0.06646, -5.06327, -3.11819], [1.00770, -5.60933, -2.44399], [2.05684, -6.97892, -3.23296], [1.31881, -5.13652, -1.15599], [2.85291, -5.77099, -0.23018], [0.55973, -4.16927, -0.50328], [0.93185, -3.66134, 0.65040], [-0.64949, -3.72583, -1.15616], [-1.41176, -2.91598, -0.52307], [-0.87496, -4.11794, -2.48272], [-2.20767, -3.12480, -3.39942], [-7.28231, -0.42637, -3.76536], [-5.61604, -0.08724, -3.34147], [-4.79672, 0.49956, -4.25955], [-3.46357, 0.79615, -3.95673], [-2.25000, 1.56670, -5.46050], [-2.87428, 0.53663, -2.70103], [-1.68073, 0.82797, -2.40631], [-3.78191, -0.12113, -1.73933], [-3.26166, -0.44109, -0.53268], [-3.98259, -1.08801, 0.34614], [-5.31492, -1.46168, 0.10761], [-5.88147, -1.12931, -1.08988], [-5.12351, -0.44308, -2.06249], [-5.17933, 0.72979, -5.24546], [-3.48624, -1.33843, 1.27837], [-5.86376, -2.01205, 0.86037], [-6.90315, -1.40215, -1.31779], [1.22820, 2.16860, -3.42152], [0.33281, 3.68063, -2.04638], [1.80901, 4.29534, -0.62365], [3.09686, 4.25113, -1.15447], [4.17774, 4.73013, -0.42948], [3.98661, 5.25631, 0.84029], [2.71160, 5.28172, 1.38546], [1.62955, 4.80354, 0.65740], [0.35152, 5.51556, -3.15695], [-0.11771, 5.47193, -4.46756], [-0.13325, 6.61866, -5.24839], [0.33661, 7.81901, -4.73040], [0.81490, 7.86739, -3.42979], [0.81806, 6.71957, -2.64593], [-1.63264, 4.03222, -1.32014], [-2.69087, 3.66910, -2.14127], [-3.99522, 3.98754, -1.79105], [-4.24829, 4.70019, -0.62782], [-3.19012, 5.10437, 0.17279], [-1.88677, 4.77483, -0.17260], [3.24754, 3.81638, -2.13777], [5.17138, 4.68071, -0.85738], [4.82974, 5.62753, 1.41011], [2.55380, 5.66536, 2.38640], [0.65801, 4.80001, 1.13082], [-0.45934, 4.52978, -4.88493], [-0.50447, 6.57100, -6.26496], [0.33521, 8.71291, -5.34288], [1.19243, 8.79773, -3.02156], [1.19457, 6.77211, -1.62934], [-2.50905, 3.12014, -3.05209], [-4.80628, 3.66238, -2.43134], [-5.26693, 4.94152, -0.34932], [-3.37456, 5.67012, 1.07839], [-1.08254, 5.09203, 0.47409], [-0.34501, -1.20892, 1.64918], [0.04036, -2.67459, 2.34962], [1.89520, -2.82154, 2.89383], [2.62868, -3.99752, 2.91994], [3.94635, -3.97691, 3.35640], [4.53578, -2.78321, 3.74959], [3.80012, -1.60709, 3.71740], [2.47691, -1.62856, 3.29984], [-0.52068, -2.11771, 4.20412], [-1.19924, -0.91897, 4.39220], [-1.56710, -0.50218, 5.66692], [-1.26059, -1.28179, 6.77276], [-0.58635, -2.48426, 6.59652], [-0.22220, -2.89384, 5.32145], [-1.18575, -4.18674, 2.30140], [-0.80575, -5.47700, 1.95213], [-1.74201, -6.50248, 1.97640], [-3.05819, -6.24422, 2.32919], [-3.43667, -4.95469, 2.67575], [-2.49811, -3.93459, 2.67875], [2.18904, -4.91988, 2.56971], [4.52249, -4.89445, 3.35968], [5.57046, -2.76934, 4.07135], [4.25622, -0.66837, 4.01033], [1.89473, -0.71256, 3.27929], [-1.41993, -0.31430, 3.52146], [-2.09090, 0.43955, 5.79553], [-1.54123, -0.95647, 7.76811], [-0.34060, -3.10013, 7.45462], [0.31000, -3.83320, 5.19726], [0.20668, -5.67349, 1.62773], [-1.43845, -7.50302, 1.69316], [-3.78994, -7.04325, 2.32752], [-4.46429, -4.74168, 2.94608], [-2.79299, -2.93472, 2.97597]], "atomic_forces_ev_per_a": [[-0.6, 0.3, -0.7], [0.0, 0.0, 0.1], [0.0, 0.2, -0.1], [0.0, -0.3, 0.0], [0.0, 0.2, 0.2], [0.4, 0.1, 0.1], [0.1, 0.3, 0.2], [-0.1, -0.1, -0.1], [0.0, 0.0, 0.0], [0.0, 0.0, 0.0], [0.0, 0.0, 0.0], [0.0, 0.0, 0.0], [0.0, 0.0, 0.0], [0.1, 0.2, 0.0], [0.1, -0.1, 0.0], [0.0, 0.0, 0.0], [-0.1, 0.0, 0.0], [0.3, 0.2, 0.1], [0.4, -0.2, 0.0], [0.0, 0.0, 0.0], [0.0, 0.0, 0.0], [0.0, 0.0, 0.0], [0.0, 0.0, 0.0], [0.0, 0.0, 0.0], [0.0, 0.0, 0.0], [0.0, 0.0, 0.0], [0.0, 0.0, 0.0], [0.0, 0.0, 0.0], [0.0, 0.0, 0.0], [0.0, 0.0, 0.0], [0.0, 0.0, 0.0], [0.0, 0.0, 0.0], [0.0, 0.0, -0.1], [0.1, 0.0, 0.0], [0.0, 0.0, 0.0], [0.0, 0.0, 0.1], [0.0, 0.0, 0.0], [0.1, -0.3, -0.1], [0.0, 0.3, -0.1], [-0.1, 0.0, 0.3], [-0.4, -0.3, 0.0], [0.2, 0.0, 0.0], [0.0, -0.2, 0.1], [0.0, 0.0, 0.0], [0.0, 0.0, 0.0], [0.0, 0.0, -0.1], [-0.1, -0.1, 0.1], [0.1, 0.0, 0.0], [-0.1, 0.0, -0.1], [-0.4, -0.2, 0.2], [-0.1, 0.0, 0.0], [0.1, 0.2, -0.1], [0.0, 0.0, 0.0], [0.1, 0.0, 0.0], [0.0, 0.0, 0.0], [0.0, 0.0, 0.0], [0.0, 0.0, 0.0], [0.0, 0.0, 0.0], [0.0, 0.0, 0.0], [0.0, 0.0, 0.0], [-0.1, -0.1, 0.0], [0.3, 0.4, -0.1], [0.0, -0.1, 0.0], [0.0, 0.0, 0.0], [0.0, 0.0, 0.0], [0.0, 0.0, 0.0], [0.0, 0.0, 0.0], [-0.1, -0.1, 0.1], [0.0, -0.1, -0.1], [0.0, 0.0, 0.0], [0.0, 0.0, 0.0], [0.0, 0.0, 0.0], [0.0, 0.0, 0.0], [0.0, 0.0, 0.1], [-0.1, -0.1, 0.0], [0.0, -0.1, 0.0], [0.0, 0.0, 0.0], [0.0, 0.0, 0.0], [0.0, 0.0, 0.0], [0.1, 0.0, 0.0], [0.0, 0.0, 0.0], [0.0, 0.0, 0.0], [0.0, 0.0, 0.0], [0.0, 0.0, 0.0], [0.0, 0.0, 0.0], [0.0, 0.0, 0.0], [0.0, 0.0, 0.0], [0.0, 0.0, 0.0], [0.0, 0.0, 0.0], [0.0, 0.0, 0.0], [0.0, -0.1, 0.0], [0.0, 0.0, 0.0], [0.0, 0.0, 0.0], [0.0, 0.0, 0.0], [0.0, 0.0, 0.0], [0.2, -0.4, 0.1], [-0.2, 0.1, 0.0], [-0.1, 0.0, -0.1], [0.0, 0.0, 0.1], [0.0, 0.0, 0.0], [0.0, 0.0, 0.0], [0.0, 0.0, 0.0], [0.1, 0.0, 0.0], [0.0, -0.1, 0.0], [0.0, 0.0, 0.0], [0.0, 0.0, 0.0], [0.0, 0.0, 0.0], [0.0, 0.0, 0.0], [0.0, 0.0, 0.0], [0.1, 0.0, 0.1], [0.0, 0.0, 0.0], [0.0, 0.0, 0.0], [0.0, 0.0, 0.0], [0.0, 0.0, 0.0], [-0.1, 0.0, 0.0], [0.0, 0.0, 0.0], [0.0, 0.0, 0.0], [0.0, 0.0, 0.0], [0.0, 0.0, 0.0], [0.0, 0.0, 0.0], [0.0, 0.0, 0.0], [0.0, 0.0, 0.0], [0.0, 0.0, 0.0], [0.0, 0.0, 0.0], [0.0, 0.0, 0.0], [0.0, 0.0, 0.0], [0.0, 0.0, 0.0], [0.0, 0.0, 0.0], [0.0, 0.0, 0.0], [0.0, 0.0, 0.0]], "lowdin_charge": [1.450, -0.034, -0.309, -0.067, 0.065, -0.464, -0.118, -0.129, -0.018, -0.099, -0.112, -0.105, -0.037, -0.250, -0.033, -0.078, -0.077, -0.147, 0.049, 0.067, 0.058, 0.072, 0.117, 0.091, 0.089, 0.088, 0.099, 0.107, 0.104, 0.100, 0.111, 0.646, -0.773, -0.776, 0.639, -0.621, 0.739, -0.406, -0.261, -0.485, -0.292, -0.632, 0.789, 0.617, -0.629, -0.207, -0.657, 0.905, -0.510, -0.248, -0.151, 0.060, -0.127, -0.047, -0.038, -0.184, 0.081, 0.101, 0.097, 0.079, 0.050, 1.217, -0.338, -0.140, -0.087, -0.102, -0.097, -0.127, -0.329, -0.128, -0.094, -0.111, -0.105, -0.118, -0.320, -0.121, -0.062, -0.092, -0.097, -0.130, 0.068, 0.102, 0.095, 0.099, 0.076, 0.065, 0.098, 0.091, 0.093, 0.092, 0.029, 0.109, 0.096, 0.098, 0.074, -0.582, 1.197, -0.261, -0.104, -0.089, -0.104, -0.097, -0.088, -0.273, -0.102, -0.102, -0.121, -0.108, -0.099, -0.246, -0.069, -0.077, -0.102, -0.089, -0.094, 0.065, 0.097, 0.091, 0.095, 0.097, 0.076, 0.090, 0.086, 0.090, 0.103, 0.086, 0.100, 0.092, 0.094, 0.096], "e_tot_ev": -464195.3936, "largest_force_ha_per_bohr": 0.018, "lumo_ha": 0.130, "homo_energy_ha": -0.0706, "charge": -2, "de_lowest_kcal_mol": 11.61}